1.
The following is a quantum chemistry calculation of 6 unconnected molecules or ions with the total composition C33H43NO13 in a non-equilibrium geometry, from OMol25.

E_HOMO ... -7.4219 eV
E ... -63020.3186 eV
Charge ... 0
Gap between HOMO and LUMO ... 7.710 eV
Strongest force on any atom ... 0.0965 hartree/bohr

Cartesian coordinates (Å):
O: 1.509 -25.771 -10.483
N: 6.084 -32.115 -5.892
C: 3.538 -25.189 -13.455
H: -3.141 -22.159 -10.435
C: 2.509 -23.150 -12.593
C: -3.900 -24.193 -7.854
C: -0.373 -31.084 -0.239
H: 7.942 -32.217 -6.960
C: 0.654 -32.001 -0.227
C: -1.688 -24.731 -8.834
H: 1.982 -36.274 -8.645
C: 1.527 -27.604 -7.117
C: 2.169 -34.078 -8.196
C: 0.586 -34.440 -6.457
H: 0.648 -29.021 -2.833
C: -3.087 -23.003 -9.765
H: -1.466 -28.690 -2.030
H: -0.044 -25.648 -9.578
C: -4.033 -23.249 -8.805
H: -2.549 -25.635 -7.030
O: -1.413 -29.051 -1.142
H: 3.535 -35.080 -2.669
H: 2.393 -22.077 -12.617
H: 2.372 -35.584 -3.839
H: 5.193 -27.638 -8.091
H: 1.898 -33.398 -9.004
C: 1.629 -30.864 -2.237
H: -1.088 -23.610 -10.471
H: 6.635 -32.240 -8.020
C: 6.940 -31.802 -7.070
H: 3.363 -28.662 -7.606
H: -0.391 -26.216 -6.965
C: -1.933 -23.792 -9.823
O: -0.619 -25.558 -8.814
O: -5.240 -22.577 -8.820
O: 3.932 -34.367 -4.561
O: 5.771 -29.582 -7.424
H: 6.953 -27.934 -7.937
H: 1.637 -26.705 -7.704
O: 0.707 -35.636 -7.104
C: 0.098 -29.019 -5.720
H: 4.440 -23.746 -15.086
O: -0.638 -26.882 -6.320
H: 1.405 -26.713 -10.637
H: 0.756 -30.892 -5.099
C: 2.083 -25.154 -11.478
H: 0.611 -32.738 0.562
C: -2.636 -24.846 -7.762
H: 5.361 -33.832 -6.785
H: 7.760 -29.740 -6.516
H: 7.752 -30.202 -7.953
C: 7.034 -30.267 -7.136
H: 5.791 -35.234 -4.662
H: 6.932 -33.947 -6.065
C: 0.624 -29.844 -2.135
C: -0.370 -30.027 -1.211
H: 3.495 -32.459 -1.013
H: 5.906 -28.686 -9.193
H: 4.151 -25.753 -14.142
O: 2.618 -32.837 -1.111
C: 3.366 -23.807 -13.464
H: 3.010 -26.914 -12.419
C: 5.984 -28.385 -8.148
C: 0.335 -27.793 -6.443
C: 2.871 -25.843 -12.431
C: 5.345 -34.242 -4.577
H: 5.173 -31.678 -5.915
C: 3.436 -35.388 -3.710
H: 4.117 -36.239 -3.735
O: -0.119 -34.175 -5.471
H: 2.677 -31.717 -6.591
O: 3.048 -30.845 -6.741
C: 1.351 -35.431 -8.361
H: 5.718 -33.753 -3.677
H: 2.430 -30.759 -2.954
H: -4.742 -24.348 -7.195
H: -1.188 -31.220 0.456
O: 1.569 -33.635 -7.024
H: -5.597 -22.412 -7.945
C: 0.922 -30.094 -5.808
H: 0.551 -35.395 -9.100
C: 1.617 -31.946 -1.263
H: -0.817 -29.010 -5.146
C: 2.408 -28.631 -7.104
C: 5.919 -33.590 -5.880
C: 2.125 -29.860 -6.554
H: 3.252 -34.202 -8.203
O: 4.036 -23.110 -14.491
C: 1.937 -23.803 -11.480
H: 1.334 -23.243 -10.781

Partial atomic charges computed with the Mulliken method, in multiples of e: atom 1 (O): -0.40, atom 2 (N): -0.31, atom 3 (C): -0.58, atom 4 (H): 0.40, atom 5 (C): -0.90, atom 6 (C): -0.67, atom 7 (C): -0.62, atom 8 (H): 0.40, atom 9 (C): -0.42, atom 10 (C): 0.63, atom 11 (H): 0.31, atom 12 (C): -0.39, atom 13 (C): -0.09, atom 14 (C): 0.49, atom 15 (H): 0.62, atom 16 (C): -0.68, atom 17 (H): 0.29, atom 18 (H): 0.29, atom 19 (C): 0.67, atom 20 (H): 0.46, atom 21 (O): -0.56, atom 22 (H): 0.28, atom 23 (H): 0.36, atom 24 (H): 0.24, atom 25 (H): 0.22, atom 26 (H): 0.24, atom 27 (C): -0.68, atom 28 (H): 0.24, atom 29 (H): 0.34, atom 30 (C): -0.60, atom 31 (H): 0.02, atom 32 (H): 0.25, atom 33 (C): -0.23, atom 34 (O): -0.46, atom 35 (O): -0.57, atom 36 (O): -0.09, atom 37 (O): -0.26, atom 38 (H): 0.39, atom 39 (H): 0.48, atom 40 (O): -0.39, atom 41 (C): -0.92, atom 42 (H): 0.28, atom 43 (O): -0.54, atom 44 (H): 0.20, atom 45 (H): 0.66, atom 46 (C): 0.41, atom 47 (H): 0.41, atom 48 (C): -0.58, atom 49 (H): 0.09, atom 50 (H): 0.51, atom 51 (H): 0.50, atom 52 (C): -0.92, atom 53 (H): 0.38, atom 54 (H): 0.46, atom 55 (C): -0.69, atom 56 (C): 0.54, atom 57 (H): 0.30, atom 58 (H): 0.34, atom 59 (H): 0.30, atom 60 (O): -0.50, atom 61 (C): 0.73, atom 62 (H): 0.28, atom 63 (C): -0.87, atom 64 (C): 0.56, atom 65 (C): -0.63, atom 66 (C): -0.68, atom 67 (H): 0.22, atom 68 (C): -0.81, atom 69 (H): 0.35, atom 70 (O): -0.55, atom 71 (H): 0.10, atom 72 (O): -0.20, atom 73 (C): -0.44, atom 74 (H): 0.30, atom 75 (H): 0.55, atom 76 (H): 0.35, atom 77 (H): 0.39, atom 78 (O): -0.10, atom 79 (H): 0.31, atom 80 (C): -0.48, atom 81 (H): 0.28, atom 82 (C): 0.38, atom 83 (H): 0.50, atom 84 (C): -0.02, atom 85 (C): -0.48, atom 86 (C): 0.13, atom 87 (H): 0.14, atom 88 (O): -0.55, atom 89 (C): -0.22, atom 90 (H): 0.51

2.
The following is a quantum chemistry calculation of a molecular structure, C33H44BF2HgIO4 in a non-equilibrium geometry, from OMol25.

E_HOMO ... -13.3100 eV
E ... -61481.7631 eV
Charge ... +2
Gap between HOMO and LUMO ... 2.234 eV
Strongest force on any atom ... 0.0958 hartree/bohr

Cartesian coordinates (Å):
C: 1.408 2.427 4.059
C: -1.588 4.617 -4.613
O: -1.163 2.877 -1.971
C: 1.575 3.295 -5.740
H: -0.599 -4.162 4.092
H: 1.276 -3.101 -5.353
H: -1.661 4.528 -5.767
C: -0.962 -3.635 3.132
H: 4.233 -3.291 0.623
H: 0.676 -1.767 -7.614
C: 1.727 -0.915 0.110
H: 3.992 -0.270 -6.135
C: -2.489 -4.141 2.901
H: -5.080 -1.411 4.766
H: 2.060 1.933 4.879
H: -5.264 1.263 3.905
H: 3.334 -5.253 1.380
C: 3.133 -3.081 0.926
F: -0.048 4.265 0.262
C: 0.746 2.177 -3.409
H: -2.926 -3.016 4.788
H: -0.651 1.519 3.699
C: 1.509 0.809 -3.685
H: 3.342 -1.958 -1.013
C: 0.483 3.500 4.867
H: -0.955 -2.508 3.331
H: 3.190 -2.501 1.911
C: 3.129 -0.578 -5.419
H: -2.462 2.334 0.145
H: -2.831 -4.069 1.811
I: 2.783 3.340 2.644
C: -0.033 4.769 -4.160
H: -2.564 -5.245 3.203
C: 2.480 -2.265 -0.302
C: -0.097 2.211 -2.032
O: 1.368 -1.079 -7.430
H: 1.790 -1.044 2.468
C: 0.766 3.405 -4.406
C: 0.695 0.922 1.918
F: 0.120 5.316 -2.843
C: 2.456 -4.553 1.088
C: -5.063 0.350 3.244
H: -0.348 3.483 2.165
C: -3.666 -1.827 3.049
C: -0.588 3.173 1.075
H: -2.668 -1.335 2.733
H: 3.618 -1.107 -4.531
H: 1.112 4.364 5.306
H: -2.591 2.752 2.013
C: 2.366 1.956 -6.044
H: -2.569 4.142 0.765
H: 1.788 -4.270 3.304
H: -0.026 2.959 5.750
H: 1.109 -5.749 2.451
B: 2.157 -1.563 -6.312
H: -0.358 3.936 4.226
H: -0.581 -4.654 1.178
H: 0.423 5.551 -4.886
H: -4.324 -1.984 2.127
H: -2.187 5.572 -4.345
H: 1.936 -4.916 0.130
H: -6.008 -0.133 2.816
C: 0.183 1.806 0.704
C: 1.394 -4.635 2.292
H: -3.459 -0.391 4.757
C: -4.329 -0.806 4.139
H: 0.283 -2.943 1.331
C: 0.456 1.274 3.456
H: -4.486 -3.745 4.030
C: 2.310 0.730 -5.005
H: 1.729 -2.958 -0.826
H: -2.082 3.675 -4.184
C: -3.480 -3.240 3.798
O: 2.005 -2.987 -6.019
C: 1.459 -0.416 1.565
H: 1.610 4.134 -6.510
C: -2.188 3.067 0.975
H: 2.946 1.862 -7.042
C: -0.010 -3.913 1.863
H: -4.362 0.595 2.354
Hg: 4.515 2.844 -5.379
C: 0.441 1.344 -0.783
H: 0.678 0.304 4.051
C: 1.375 -0.392 -2.618
C: 1.209 -0.012 -1.083
O: 1.375 -1.560 -3.094

Partial atomic charges computed with the Mulliken method, in multiples of e: atom 1 (C): -0.46, atom 2 (C): -1.01, atom 3 (O): -0.48, atom 4 (C): -0.82, atom 5 (H): 0.34, atom 6 (H): 0.35, atom 7 (H): 0.34, atom 8 (C): -0.26, atom 9 (H): 0.39, atom 10 (H): 0.35, atom 11 (C): 0.73, atom 12 (H): 0.38, atom 13 (C): -0.74, atom 14 (H): 0.30, atom 15 (H): 0.54, atom 16 (H): 0.32, atom 17 (H): 0.33, atom 18 (C): -0.59, atom 19 (F): -0.35, atom 20 (C): 0.46, atom 21 (H): 0.26, atom 22 (H): 0.25, atom 23 (C): 0.41, atom 24 (H): 0.39, atom 25 (C): -1.02, atom 26 (H): -0.04, atom 27 (H): 0.27, atom 28 (C): -1.14, atom 29 (H): 0.27, atom 30 (H): 0.36, atom 31 (I): 0.12, atom 32 (C): 0.09, atom 33 (H): 0.33, atom 34 (C): -0.57, atom 35 (C): 0.40, atom 36 (O): -0.54, atom 37 (H): 0.14, atom 38 (C): 0.65, atom 39 (C): 0.01, atom 40 (F): -0.28, atom 41 (C): -0.72, atom 42 (C): -0.87, atom 43 (H): -0.23, atom 44 (C): -0.17, atom 45 (C): 0.62, atom 46 (H): -0.09, atom 47 (H): 0.30, atom 48 (H): 0.31, atom 49 (H): 0.31, atom 50 (C): -1.44, atom 51 (H): 0.36, atom 52 (H): 0.34, atom 53 (H): 0.34, atom 54 (H): 0.34, atom 55 (B): 0.51, atom 56 (H): 0.26, atom 57 (H): 0.42, atom 58 (H): 0.38, atom 59 (H): 0.29, atom 60 (H): 0.36, atom 61 (H): 0.31, atom 62 (H): 0.32, atom 63 (C): 0.23, atom 64 (C): -0.71, atom 65 (H): 0.24, atom 66 (C): -0.40, atom 67 (H): -0.30, atom 68 (C): -0.84, atom 69 (H): 0.39, atom 70 (C): 0.73, atom 71 (H): 0.36, atom 72 (H): 0.28, atom 73 (C): -0.69, atom 74 (O): -0.52, atom 75 (C): -0.72, atom 76 (H): 0.41, atom 77 (C): -1.05, atom 78 (H): 0.76, atom 79 (C): -0.06, atom 80 (H): 0.10, atom 81 (Hg): 0.76, atom 82 (C): 0.21, atom 83 (H): 0.46, atom 84 (C): 0.43, atom 85 (C): -0.25, atom 86 (O): -0.53

3.
The following is a quantum chemistry calculation of 5 unconnected molecules or ions with the total composition C33H44F32N3O5 in a non-equilibrium geometry, from OMol25.

E_HOMO ... -12.0739 eV
E ... -136585.9630 eV
Charge ... +1
Gap between HOMO and LUMO ... 6.451 eV
Strongest force on any atom ... 0.1020 hartree/bohr

Cartesian coordinates (Å):
H: 2.590 7.137 0.308
F: 1.852 5.591 -3.372
F: 2.535 3.205 -0.537
F: 1.290 -0.285 2.604
C: 2.142 6.901 -3.585
H: 3.253 -1.532 2.453
C: -7.350 4.733 -4.529
H: 8.956 -7.285 3.168
F: 6.854 -6.108 4.193
F: 7.031 -4.608 2.640
H: -7.792 -3.136 1.675
C: -7.750 2.717 -1.567
C: -4.894 -1.657 0.490
H: -5.265 4.785 -5.163
C: 0.038 -0.965 -1.565
C: 5.682 0.652 2.269
H: -3.859 -6.531 1.314
F: 6.867 0.042 1.992
C: 7.751 -5.481 3.384
H: 1.975 -3.863 -0.382
C: -4.542 -0.296 -0.353
H: 1.984 1.354 0.691
F: 2.665 0.795 3.896
H: -1.324 -4.638 0.112
F: 1.270 2.446 2.187
H: -5.071 -5.367 -1.624
H: 6.440 1.479 4.138
C: 5.918 1.816 3.240
F: 3.366 2.429 1.636
C: 1.482 5.309 -0.220
C: -6.241 -2.453 -0.002
H: -4.878 -1.400 1.649
C: 0.315 -2.581 -1.508
F: 10.348 -1.803 3.272
F: 7.652 -7.138 1.665
F: 3.219 6.927 -4.415
C: 8.739 -3.356 3.965
O: 1.358 7.564 -1.340
F: 8.540 -3.854 1.006
C: 2.458 0.433 2.602
H: 3.488 4.700 0.356
F: -8.360 0.749 -2.688
H: -3.002 -0.245 1.358
C: -5.139 -5.045 0.449
H: 1.757 -2.061 0.189
C: 2.777 4.542 -0.461
H: -3.627 1.479 0.893
C: -7.743 1.956 -2.888
F: -7.162 3.929 -1.658
H: 0.467 -5.468 0.086
N: -6.545 -4.904 0.992
F: 0.543 5.005 -1.156
H: 9.111 -2.921 4.900
C: -1.607 -0.677 -1.474
O: 0.300 -3.434 0.953
F: 9.475 -5.953 1.788
F: 6.656 2.799 2.658
C: 3.577 -0.525 2.164
H: -3.984 -2.409 0.312
C: -3.288 0.437 0.421
N: -4.043 -5.521 1.124
H: -7.015 -4.051 -1.548
H: 0.877 7.187 0.568
O: -7.666 3.406 -4.949
C: 2.435 7.640 -2.273
H: -8.771 2.853 -1.195
H: -0.558 -5.314 1.708
F: 0.957 4.894 0.976
H: -1.929 -0.326 -2.567
C: 1.174 -3.027 -0.181
H: -7.162 -1.732 -0.240
F: -7.740 5.547 -5.548
F: 5.182 1.049 1.076
H: -9.347 3.227 -3.700
F: 3.377 4.881 -1.623
C: -1.920 0.581 -0.470
C: 1.636 6.836 -0.142
C: -6.004 -3.479 -1.273
H: 0.449 -0.586 -2.607
H: -5.990 -3.205 2.223
O: 4.840 -0.364 2.813
C: -8.478 2.654 -4.043
F: 3.573 7.221 -1.671
F: -8.131 5.061 -3.473
F: -5.394 4.065 -3.316
F: 10.130 -2.440 0.593
H: -1.018 0.610 0.312
C: -5.854 4.932 -4.255
H: -8.905 1.857 -4.664
F: -6.476 1.658 -3.283
F: 10.747 -3.899 2.848
C: -6.706 -3.404 1.289
C: 2.265 1.651 1.706
H: -4.387 -0.452 -1.502
C: 9.155 -2.754 1.490
F: -5.604 6.182 -3.781
F: 2.614 8.965 -2.526
H: 7.762 -2.882 3.815
F: 4.751 2.391 3.629
H: -5.667 -2.926 -2.261
H: 8.437 -1.928 1.494
F: -7.059 2.031 -0.616
H: -5.467 0.452 -0.250
O: 8.616 -4.751 4.253
H: -3.308 -4.836 1.477
N: -4.926 -4.545 -0.994
C: -0.287 -4.781 0.686
H: -6.518 -5.389 1.937
H: 3.681 -0.575 1.073
H: -1.867 1.620 -1.034
H: 0.634 -0.366 -0.737
H: 0.979 -2.873 -2.448
H: -0.687 -3.184 -1.568
H: 1.294 7.350 -4.108
H: -2.224 -1.656 -1.242
C: 8.494 -6.521 2.537
C: 9.752 -2.972 2.876

Mulliken population analysis, charges in e, atoms 1 to 99: atom 1 (H): 0.34, atom 2 (F): -0.19, atom 3 (F): -0.24, atom 4 (F): -0.26, atom 5 (C): 0.19, atom 6 (H): 0.52, atom 7 (C): 0.73, atom 8 (H): 0.25, atom 9 (F): -0.30, atom 10 (F): -0.26, atom 11 (H): 0.32, atom 12 (C): 0.05, atom 13 (C): -0.60, atom 14 (H): 0.24, atom 15 (C): 0.72, atom 16 (C): 0.56, atom 17 (H): 0.26, atom 18 (F): -0.27, atom 19 (C): 0.77, atom 20 (H): 0.36, atom 21 (C): 0.23, atom 22 (H): -0.11, atom 23 (F): -0.30, atom 24 (H): 0.00, atom 25 (F): -0.34, atom 26 (H): 0.36, atom 27 (H): 0.26, atom 28 (C): 0.27, atom 29 (F): -0.32, atom 30 (C): 0.95, atom 31 (C): 0.19, atom 32 (H): 0.35, atom 33 (C): -0.66, atom 34 (F): -0.32, atom 35 (F): -0.26, atom 36 (F): -0.26, atom 37 (C): -0.69, atom 38 (O): -0.41, atom 39 (F): -0.21, atom 40 (C): 1.08, atom 41 (H): 0.29, atom 42 (F): -0.36, atom 43 (H): 0.23, atom 44 (C): 0.11, atom 45 (H): -0.51, atom 46 (C): 0.07, atom 47 (H): 0.35, atom 48 (C): 0.98, atom 49 (F): -0.21, atom 50 (H): 0.30, atom 51 (N): -0.32, atom 52 (F): -0.31, atom 53 (H): 0.42, atom 54 (C): -0.18, atom 55 (O): -0.32, atom 56 (F): -0.21, atom 57 (F): -0.26, atom 58 (C): -0.93, atom 59 (H): -0.16, atom 60 (C): -0.78, atom 61 (N): -0.28, atom 62 (H): 0.38, atom 63 (H): 0.46, atom 64 (O): -0.41, atom 65 (C): 0.74, atom 66 (H): 0.25, atom 67 (H): 0.23, atom 68 (F): -0.28, atom 69 (H): 0.17, atom 70 (C): 0.31, atom 71 (H): 0.48, atom 72 (F): -0.29, atom 73 (F): -0.23, atom 74 (H): 0.36, atom 75 (F): -0.22, atom 76 (C): -0.04, atom 77 (C): -0.83, atom 78 (C): -0.68, atom 79 (H): 0.44, atom 80 (H): 0.35, atom 81 (O): -0.43, atom 82 (C): -0.75, atom 83 (F): -0.27, atom 84 (F): -0.27, atom 85 (F): -0.19, atom 86 (F): -0.29, atom 87 (H): -0.14, atom 88 (C): 0.20, atom 89 (H): 0.40, atom 90 (F): -0.27, atom 91 (F): -0.27, atom 92 (C): -0.68, atom 93 (C): 0.51, atom 94 (H): 0.35, atom 95 (C): 0.44, atom 96 (F): -0.25, atom 97 (F): -0.29, atom 98 (H): 0.37, atom 99 (F): -0.21